50
Properties=species:S:1:pos:R:3:forces:R:3 method="wB97M-V/def2-TZVPD" largest_force_ev_per_a=1.04 smiles="Nc1nc(NCCCN2CCOCC2)nc(Nc2ccccc2F)c1[N+](=O)[O-]" de_lowest_ev=0.1803 total_charge=0 homo_lumo_gap_ev=8.3 total_energy_ha=-1369.84244 multiplicity=1
N -1.9063 -4.2577 -0.1792 -0.217 -0.208 0.104
C -1.6522 -2.9580 -0.3351 -0.171 0.105 0.119
N -0.4930 -2.6518 -0.9034 0.256 -0.254 -0.096
C -0.1984 -1.3618 -1.0726 -0.617 -0.371 0.140
N 0.9821 -1.1066 -1.6528 0.266 -0.210 -0.092
C 1.5778 0.1985 -1.7709 0.164 0.356 0.189
C 2.7052 0.4252 -0.7593 0.108 -0.201 -0.238
C 3.9177 -0.4819 -1.0314 -0.206 0.195 0.071
N 5.0868 -0.2636 -0.2084 0.079 -0.019 0.056
C 4.9003 -0.5255 1.2066 0.354 -0.002 0.097
C 6.2771 -0.5413 1.8746 -0.332 -0.229 0.097
O 6.9485 0.6827 1.6898 -0.001 0.125 0.116
C 7.0976 0.9644 0.3183 -0.097 0.200 -0.346
C 5.7406 1.0189 -0.3872 0.289 -0.076 0.173
N -0.9822 -0.3340 -0.7461 0.068 0.296 0.027
C -2.1512 -0.5849 -0.1749 -0.040 -0.171 0.160
N -2.9372 0.4526 0.1691 -0.623 -0.450 0.431
C -2.7551 1.8060 -0.0696 0.138 0.627 -0.046
C -1.9127 2.3365 -1.0436 -0.034 -0.005 -0.062
C -1.8194 3.7045 -1.2249 -0.033 0.109 0.009
C -2.5653 4.5765 -0.4507 0.025 -0.012 -0.011
C -3.4226 4.0735 0.5142 -0.035 -0.174 0.031
C -3.5069 2.7092 0.6902 0.172 0.032 -0.109
F -4.3448 2.2210 1.6328 0.082 -0.084 -0.117
C -2.5687 -1.9358 0.0919 0.915 0.165 -0.471
N -3.7694 -2.2508 0.7054 -0.517 -0.118 0.248
O -4.0806 -3.4327 0.8721 -0.189 0.021 0.090
O -4.5212 -1.3466 1.0822 -0.167 -0.053 0.122
H -1.2150 -4.9118 -0.5003 0.040 0.061 -0.017
H -2.7791 -4.5366 0.2538 0.300 0.041 -0.156
H 1.5484 -1.9172 -1.8482 -0.150 -0.014 0.039
H 0.7835 0.9247 -1.5970 0.125 -0.026 -0.152
H 1.9641 0.3197 -2.7884 -0.075 0.071 0.037
H 3.0124 1.4699 -0.8231 -0.005 0.070 0.049
H 2.3196 0.2410 0.2444 -0.040 0.085 0.061
H 4.2322 -0.3526 -2.0722 -0.064 -0.068 -0.045
H 3.6288 -1.5278 -0.8909 -0.020 -0.025 -0.102
H 4.4209 -1.4985 1.3301 -0.033 -0.010 0.048
H 4.2805 0.2456 1.6949 -0.014 -0.074 0.009
H 6.1847 -0.6803 2.9529 -0.005 -0.053 -0.063
H 6.8733 -1.3614 1.4470 -0.066 0.035 0.055
H 7.6067 1.9277 0.2570 -0.010 -0.061 -0.056
H 7.7174 0.1891 -0.1566 -0.039 0.083 0.005
H 5.8877 1.1997 -1.4538 0.006 0.054 -0.018
H 5.1562 1.8508 0.0419 0.032 -0.001 -0.071
H -3.7719 0.1890 0.7070 0.409 0.011 -0.318
H -1.3444 1.6583 -1.6555 -0.011 0.075 -0.006
H -1.1593 4.0918 -1.9862 0.056 0.022 -0.071
H -2.4876 5.6423 -0.5966 0.002 0.102 -0.007
H -4.0244 4.7218 1.1310 -0.075 0.030 0.084

45
Properties=species:S:1:pos:R:3:forces:R:3 method="wB97M-V/def2-TZVPD" largest_force_ev_per_a=19.53 smiles="O=S(=O)(NCCCN1CCOCC1)c1ccc2ccccc2c1" de_lowest_ev=18.5623 total_charge=0 homo_lumo_gap_ev=7.5 total_energy_ha=-1393.77894 multiplicity=1
O -2.7470 -2.2412 -1.9641 0.325 -2.257 -6.270
S -2.5411 -1.7820 -0.7009 -2.493 4.226 2.122
O -3.4174 -2.2207 0.2734 -3.012 -2.044 3.902
N -2.8104 -0.1335 -0.8084 -1.396 -0.118 -1.130
C -3.4830 0.4781 0.4288 13.537 6.700 -7.590
C -2.4423 0.9385 1.5140 8.705 -2.522 -17.305
C -1.6848 2.3975 0.8455 0.465 1.192 3.710
N -0.3482 2.2405 0.2015 -4.094 3.314 1.267
C -0.5456 2.0367 -1.1464 2.874 -5.808 -1.910
C 0.7537 2.1789 -1.9530 0.460 -0.175 9.741
O 1.9248 1.2202 -1.3060 -2.282 4.883 2.300
C 2.0093 1.9018 0.1868 1.308 -3.474 -2.100
C 0.6636 1.5575 0.7670 1.633 -1.833 6.751
C -1.0866 -1.9707 -0.0350 7.851 0.277 0.060
C -0.7521 -2.1710 1.4713 2.827 1.422 -11.245
C 0.5708 -2.2348 1.4715 -1.576 0.096 11.302
C 1.6595 -1.8313 0.7855 -0.629 -1.558 -4.721
C 2.9278 -2.1186 1.1820 2.453 0.235 3.249
C 3.9575 -1.9691 0.2691 0.328 1.827 1.870
C 3.7367 -1.5664 -1.0448 -6.803 -1.842 0.811
C 2.3848 -1.6094 -1.6425 4.273 -0.292 12.396
C 1.3542 -1.6823 -0.6767 2.563 -0.722 1.874
C 0.0319 -1.7890 -0.9782 -6.227 1.072 -2.180
H -3.2753 -0.0431 -1.8110 0.883 0.248 3.106
H -4.0363 1.2188 0.0475 -1.678 3.482 -1.255
H -4.0303 0.0096 0.8746 -10.954 -10.784 7.957
H -2.8698 1.2675 2.1804 -7.197 5.192 13.049
H -1.5376 0.2966 1.4935 -1.082 0.126 1.043
H -1.4620 2.9767 2.0298 -0.563 -1.194 -3.682
H -2.3137 3.1590 0.1037 1.259 -2.304 2.311
H -1.3818 2.5125 -1.5117 -1.534 1.332 -1.090
H -0.7441 0.8832 -1.1781 -0.193 1.642 -0.878
H 0.8157 1.7532 -2.7575 -0.366 -4.051 -9.203
H 1.0226 3.1584 -1.9505 1.528 2.800 -0.053
H 2.7590 1.1773 0.6773 -0.764 1.600 -0.664
H 2.3416 2.9924 0.1298 -0.681 -1.613 0.029
H 0.6864 1.9249 2.0400 0.082 -0.816 -3.435
H 0.5301 0.3249 0.9884 0.347 3.000 -1.220
H -1.6093 -2.3061 1.8786 -4.652 -1.243 4.437
H 0.6486 -2.3074 2.7782 1.376 -0.259 -3.328
H 3.2489 -2.3101 2.3834 -1.316 0.402 -3.608
H 4.8664 -1.7809 0.8691 0.345 -0.725 -1.433
H 4.4269 -1.4818 -1.7185 4.532 0.781 -3.386
H 2.1482 -1.5378 -2.5289 -1.770 0.889 -9.035
H -0.3508 -1.5177 -2.1586 1.305 -1.101 3.432

45
Properties=species:S:1:pos:R:3:forces:R:3 method="wB97M-V/def2-TZVPD" largest_force_ev_per_a=4.11 smiles="C[C@H](CCN1C(=O)C=CC1=O)CC(C)(C)CN1C(=O)C=CC1=O" de_lowest_ev=1.8771 total_charge=0 homo_lumo_gap_ev=9.4 total_energy_ha=-1071.47261 multiplicity=1
C -0.2682 1.3658 -2.2781 0.280 -0.022 -0.945
C 0.0227 0.6160 -1.0015 0.523 -0.774 -0.066
C 1.5510 0.6776 -0.7303 -0.380 -0.277 0.363
C 2.0078 2.1045 -0.4480 -0.354 -0.433 -0.132
N 3.3663 2.0826 0.0421 0.151 0.107 1.172
C 4.5007 2.0689 -0.7063 0.749 0.832 -3.101
O 4.5433 2.1971 -1.9189 -0.224 -0.278 0.667
C 5.6896 1.9857 0.1677 0.265 0.019 2.676
C 5.1908 1.9148 1.4435 2.488 -0.060 -2.823
C 3.7524 1.9310 1.3638 -2.846 -0.048 2.148
O 2.9854 1.8477 2.3207 0.753 0.086 -1.305
C -0.5679 -0.8118 -1.1230 -0.144 -0.159 1.383
C -0.8345 -1.6699 0.1886 0.017 0.616 -0.802
C 0.4878 -2.1491 0.7608 -0.432 1.228 0.383
C -1.6315 -2.9168 -0.2332 0.132 0.351 0.079
C -1.6118 -0.8337 1.2853 1.259 -0.232 -1.097
N -3.0207 -0.7546 1.0259 -0.619 0.481 -0.302
C -3.7006 0.1304 0.2056 0.526 1.882 -1.243
O -3.2659 1.0474 -0.4503 1.086 -0.095 0.085
C -5.1308 -0.1305 0.2439 -1.491 -3.231 2.051
C -5.2953 -1.1599 1.1295 -0.702 2.233 -2.246
C -3.9835 -1.5189 1.6120 0.261 -2.275 2.519
O -3.8208 -2.3744 2.4661 0.535 0.378 -0.501
H -1.2233 1.0487 -2.7083 0.164 0.143 -0.008
H 0.5499 1.1659 -3.0061 -0.622 0.282 0.177
H -0.3420 2.4320 -2.0784 0.141 0.163 -0.234
H -0.5097 1.1806 -0.2406 0.022 -0.226 0.452
H 2.1367 0.2975 -1.5848 -0.360 -0.025 0.140
H 1.8461 0.0771 0.1474 -0.260 0.177 -0.310
H 1.3180 2.5769 0.2524 0.422 -0.031 0.437
H 1.9738 2.7231 -1.3285 0.209 0.135 -0.482
H 6.7638 2.0598 -0.1448 -1.470 -0.228 0.131
H 5.7606 1.8321 2.3347 0.084 0.020 0.693
H -1.5368 -0.7130 -1.5856 -0.404 0.157 -0.326
H 0.0301 -1.4301 -1.7949 0.152 0.031 -0.065
H 1.1856 -2.3299 -0.0218 0.608 -0.366 -0.643
H 0.8940 -1.3578 1.3750 0.391 0.137 0.359
H 0.3690 -3.0186 1.3634 -0.084 -0.761 0.539
H -1.8742 -3.5198 0.6436 -0.062 -0.037 -0.022
H -2.5577 -2.6134 -0.7229 -0.053 -0.229 -0.124
H -1.0341 -3.5372 -0.9219 -0.241 0.285 0.176
H -1.4162 -1.3100 2.2374 -0.463 -0.134 0.298
H -1.2182 0.1908 1.3515 -0.051 -0.345 -0.086
H -5.9062 0.2865 -0.3684 0.205 0.551 -0.144
H -6.1757 -1.6908 1.4359 -0.157 -0.031 0.077

46
Properties=species:S:1:pos:R:3:forces:R:3 method="wB97M-V/def2-TZVPD" largest_force_ev_per_a=1.06 smiles="CCC[C@]1(C(=O)OCC)N[C@H](c2ccco2)[C@H]2C(=O)N(C)C(=O)[C@H]21" de_lowest_ev=0.6576 total_charge=0 homo_lumo_gap_ev=9.4 total_energy_ha=-1146.75703 multiplicity=1
C 0.4074 3.9999 1.8019 -0.115 -0.215 0.049
C -0.1095 2.6193 1.4174 0.222 0.104 -0.166
C 0.9215 1.8595 0.5846 -0.354 -0.084 0.169
C 0.3848 0.5346 0.0319 0.416 0.165 -0.079
C 1.3953 -0.1300 -0.9210 -0.287 0.162 -0.169
O 1.0852 -1.0276 -1.6700 0.009 -0.070 -0.026
O 2.6083 0.3810 -0.8382 0.236 0.312 0.115
C 3.6279 -0.2550 -1.6169 0.307 -0.297 -0.325
C 4.9211 0.5110 -1.4207 -0.455 -0.085 0.081
N -0.8892 0.7425 -0.6384 0.077 -0.106 -0.005
C -1.6883 -0.4756 -0.5852 -0.361 -0.006 -0.004
C -3.1395 -0.1608 -0.7260 0.027 -0.542 -0.916
C -4.0214 -0.4365 -1.7294 0.560 0.054 0.443
C -5.2602 0.1227 -1.3323 -0.103 0.317 0.491
C -5.0353 0.6962 -0.1206 -0.734 -0.098 -0.571
O -3.7574 0.5302 0.2547 0.429 0.077 0.357
C -1.3294 -1.0656 0.7987 -0.109 0.130 -0.124
C -1.1455 -2.5637 0.7040 -0.093 0.239 0.177
O -1.9863 -3.4031 0.5254 -0.176 -0.095 -0.084
N 0.2027 -2.8254 0.8448 0.172 -0.327 0.025
C 0.7624 -4.1485 0.7022 0.082 -0.146 -0.005
C 0.9723 -1.7161 1.0935 -0.308 -0.002 0.326
O 2.1642 -1.7355 1.2656 0.249 0.044 0.004
C 0.0511 -0.5085 1.1326 0.011 0.089 -0.063
H 1.3264 3.9177 2.3785 0.118 0.075 0.072
H -0.3287 4.5282 2.4028 -0.017 0.121 0.063
H 0.6138 4.5929 0.9140 0.043 0.105 -0.082
H -1.0284 2.7114 0.8383 -0.019 -0.038 0.097
H -0.3449 2.0636 2.3264 -0.100 -0.069 0.046
H 1.2171 2.4842 -0.2606 0.100 0.041 -0.019
H 1.8158 1.6558 1.1747 0.086 0.060 -0.043
H 3.3161 -0.2651 -2.6674 0.036 -0.034 0.178
H 3.7214 -1.2906 -1.2735 -0.060 0.119 -0.072
H 5.7147 0.0392 -1.9924 0.091 -0.035 -0.054
H 4.8048 1.5391 -1.7533 0.050 0.105 -0.044
H 5.1916 0.5126 -0.3687 0.099 0.014 0.093
H -0.7770 1.0805 -1.5872 -0.036 -0.015 0.030
H -1.4166 -1.1904 -1.3779 -0.114 0.128 0.163
H -3.8162 -0.9750 -2.6314 0.136 -0.147 -0.171
H -6.1826 0.0963 -1.8747 -0.235 0.042 -0.043
H -5.6782 1.2296 0.5513 -0.002 0.078 0.155
H -2.0969 -0.8016 1.5260 0.069 -0.105 -0.014
H 1.1726 -4.2741 -0.3010 0.006 -0.030 0.042
H -0.0346 -4.8719 0.8643 0.058 0.034 -0.014
H 1.5583 -4.2785 1.4341 -0.036 -0.010 -0.050
H 0.1090 -0.0489 2.1190 0.026 -0.062 -0.030